16
Properties=species:S:1:pos:R:3:forces:R:3 method="wB97M-V/def2-TZVPD" lumo_ev="4.12 / 4.01" total_charge=-1 spin_multiplicity=2 orbital_gap_ev="3.6510 / 7.0144"
H 1.5050 -0.4582 1.1074 0.6 0.1 0.3
C -0.0915 0.8231 1.7730 -0.2 -0.3 0.1
O 0.1367 1.9048 1.1210 0.1 0.1 0.0
H -1.0949 -1.5631 0.1464 -0.2 0.2 -0.2
C 0.0080 -0.6941 -2.5015 -1.4 -0.1 -0.1
H 0.5846 -1.7868 -0.3938 -0.2 -0.4 0.2
H -0.9301 0.7547 2.4994 0.1 0.1 0.0
C 0.4417 -0.5160 1.3307 -0.9 0.6 -0.6
H -1.0193 0.6520 -1.0156 0.0 0.2 -0.3
H 1.0498 -0.9508 -2.5910 0.4 -0.2 -0.4
H -0.3499 -0.1512 -3.3843 0.4 0.5 0.2
H 0.7550 0.5752 -0.9748 -0.2 0.5 0.0
H -0.5955 -1.6114 -2.5787 0.2 -0.1 0.4
C -0.1439 -1.0492 -0.0168 0.8 0.0 0.0
C -0.1567 0.0060 -1.1425 0.2 -0.8 0.4
H 0.2268 -1.2149 2.1399 0.2 -0.4 0.0